[1]
DFT (the ωB97M-V functional and the def2-TZVPD basis) results for a structure of composition C31H43BrIrN5OS2Si.

The value obtained for the HOMO-LUMO gap is 7.096 eV. The relative energy (zero: lowest compared OMol25 entry of this formula, charge and spin) is 34.3 kcal per mole. Its charge is +2. The calculation puts the molecular weight at 866.06 g/mol. The value obtained for the maximum force is 0.01980 hartree/bohr. The calculation puts the highest occupied orbital energy at -13.909 eV.

Atoms and positions in Å:
Ir 0.63 1.61 1.74
S -0.65 2.83 3.25
C -0.97 1.24 3.91
C -1.69 0.77 4.99
C -1.71 -0.60 5.17
C -1.03 -1.45 4.29
C -0.32 -0.90 3.24
N -0.29 0.43 3.09
H -2.21 1.45 5.65
H -2.26 -1.03 5.99
H -1.04 -2.52 4.41
H 0.23 -1.50 2.52
S 8.11 1.84 1.73
N 7.06 1.79 2.95
C 5.85 1.79 2.41
C 4.61 1.74 3.16
C 4.54 1.70 4.55
C 3.30 1.67 5.14
C 2.15 1.67 4.35
N 2.20 1.69 3.01
C 3.43 1.75 2.42
C 3.45 1.85 0.98
N 2.24 1.92 0.38
C 2.17 2.01 -0.95
C 3.30 2.03 -1.74
C 4.55 1.96 -1.15
C 4.63 1.88 0.24
C 5.87 1.84 1.00
N 7.09 1.88 0.49
H 5.45 1.69 5.14
H 3.18 1.65 6.21
H 1.18 1.65 4.81
H 1.17 2.09 -1.36
H 3.20 2.10 -2.81
H 5.46 1.97 -1.73
C -2.13 4.20 -1.17
C -1.81 3.26 -0.03
O -0.36 3.09 0.11
H -3.21 4.32 -1.25
H -1.74 3.83 -2.11
H -1.71 5.20 -0.99
H -2.19 2.26 -0.22
H -2.22 3.62 0.92
H 0.03 3.97 0.15
C -1.10 -4.30 -2.23
C -0.35 -3.12 -1.57
C 1.00 -2.94 -2.28
C -0.02 -3.51 -0.11
Si -1.45 -1.58 -1.72
Br -0.45 -0.10 -0.09
C -1.29 -0.60 -3.35
C -2.30 0.56 -3.42
C 0.10 0.03 -3.56
C -1.57 -1.57 -4.52
C -3.22 -1.73 -1.02
C -3.26 -2.65 0.21
C -4.11 -2.35 -2.12
C -3.83 -0.39 -0.59
H -0.44 -5.18 -2.22
H -1.36 -4.10 -3.27
H -2.00 -4.57 -1.69
H 1.60 -3.84 -2.11
H 1.56 -2.09 -1.88
H 0.90 -2.82 -3.36
H 0.55 -4.44 -0.13
H -0.90 -3.67 0.50
H 0.60 -2.75 0.36
H -2.19 1.25 -2.59
H -3.33 0.21 -3.45
H -2.12 1.12 -4.34
H 0.28 0.82 -2.82
H 0.12 0.49 -4.55
H 0.92 -0.68 -3.51
H -2.54 -2.06 -4.44
H -0.80 -2.34 -4.61
H -1.57 -1.00 -5.45
H -2.99 -3.68 -0.01
H -4.28 -2.66 0.59
H -2.61 -2.28 1.01
H -3.74 -3.31 -2.48
H -4.24 -1.69 -2.98
H -5.11 -2.53 -1.70
H -3.30 0.04 0.26
H -4.86 -0.58 -0.27
H -3.87 0.35 -1.39

=====

[2]
DFT (the ωB97M-V functional and the def2-TZVPD basis) results for a structure of composition C31H43N7O5PdSSe.

The value obtained for the HOMO-LUMO gap is 4.434 eV. Its charge is -2. The calculation puts the molecular weight at 811.18 g/mol. The value obtained for the maximum force is 0.11438 hartree/bohr. The calculation puts the highest occupied orbital energy at -0.436 eV.

Atoms and positions in Å:
Pd 8.86 10.10 16.21
O 5.51 15.72 17.86
C 6.76 15.59 17.85
O 7.68 16.38 18.19
C 7.28 14.30 17.39
C 6.37 13.28 17.12
C 6.90 12.03 16.79
N 8.20 11.87 16.68
C 9.08 12.82 16.88
C 8.69 14.11 17.24
C 10.52 12.39 16.63
O 11.46 13.18 16.64
O 10.63 11.12 16.35
H 5.29 13.49 17.24
H 6.30 11.14 16.60
H 9.49 14.85 17.39
C 8.78 11.42 23.47
C 7.56 11.18 22.57
C 7.21 9.68 22.50
C 7.54 11.89 21.23
N 8.66 11.43 20.41
C 9.97 11.82 20.29
N 10.70 10.82 19.80
N 9.84 9.76 19.65
N 8.64 10.12 19.98
H 8.65 10.97 24.48
H 9.00 12.50 23.63
H 9.69 10.93 23.08
H 6.66 11.61 23.11
H 8.07 9.08 22.16
H 6.34 9.45 21.87
H 6.98 9.34 23.52
H 7.75 12.96 21.17
H 6.60 11.69 20.68
H 10.40 12.79 20.55
O 9.58 11.72 13.37
S 11.06 11.91 13.16
C 11.67 10.25 13.35
C 11.75 9.63 11.96
C 11.62 10.70 10.84
C 11.58 12.09 11.38
H 11.02 9.76 14.08
H 12.66 10.32 13.83
H 10.95 8.87 11.86
H 12.71 9.10 11.86
H 10.65 10.55 10.32
H 12.46 10.57 10.12
H 10.83 12.72 10.89
H 12.56 12.62 11.41
C 8.75 5.33 19.21
C 7.56 5.13 18.27
C 6.47 6.22 18.32
C 6.96 7.63 18.01
N 6.51 8.16 16.74
C 7.35 8.59 15.72
Se 9.01 7.79 15.78
N 6.68 8.89 14.57
C 7.29 9.25 13.28
C 6.87 8.35 12.11
C 7.55 6.97 12.08
C 7.00 5.89 13.03
C 5.38 8.67 14.86
C 4.26 8.99 14.14
C 3.02 8.89 14.79
C 2.95 8.56 16.15
C 4.07 8.11 16.85
C 5.29 8.17 16.19
H 9.41 4.45 19.14
H 8.45 5.44 20.28
H 9.35 6.24 18.98
H 7.10 4.18 18.53
H 7.91 5.07 17.23
H 5.95 6.19 19.28
H 5.67 5.95 17.61
H 8.05 7.72 17.94
H 6.72 8.36 18.83
H 8.38 9.16 13.43
H 7.09 10.31 13.07
H 7.19 8.95 11.22
H 5.78 8.27 12.09
H 8.63 7.10 12.32
H 7.51 6.62 11.02
H 7.46 5.90 14.03
H 7.19 4.91 12.57
H 5.92 6.01 13.20
H 4.34 9.30 13.10
H 2.16 9.14 14.21
H 1.99 8.55 16.67
H 4.03 7.81 17.90

=====

[3]
DFT (the ωB97M-V functional and the def2-TZVPD basis) results for a structure of composition C31H44AuBrCl3GeN2O2SSi3.

The value obtained for the HOMO-LUMO gap (alpha / beta) is 8.455 / 7.936 eV. The relative energy (zero: lowest compared OMol25 entry of this formula, charge and spin) is 10.0 kcal per mole. The calculation puts the molecular weight at 1048.87 g/mol. The value obtained for the maximum force is 0.01328 hartree/bohr. The expectation value of S² is 0.76. As for the multiplicity: 2. The calculation puts the highest occupied orbital energy (alpha / beta) at -8.191 / -8.118 eV.

Atoms and positions in Å:
Au -1.09 1.45 0.78
C -0.78 4.16 3.47
Si 0.36 2.74 3.92
C 2.04 3.05 3.15
C 0.52 2.65 5.79
Ge -0.59 0.71 3.07
Si 1.12 -0.86 2.51
C 0.44 -2.59 2.31
C 1.97 -0.28 0.94
C 2.32 -0.89 3.96
Si -2.27 -0.19 4.50
C -3.13 -1.73 3.87
C -1.27 -0.69 6.01
C -3.52 1.13 4.95
H -0.42 5.10 3.90
H -1.79 3.98 3.83
H -0.83 4.28 2.38
H 2.45 4.00 3.50
H 1.93 3.10 2.06
H 2.76 2.27 3.39
H 1.01 3.55 6.16
H 1.12 1.79 6.10
H -0.46 2.58 6.27
H -0.29 -2.65 1.50
H -0.06 -2.91 3.23
H 1.24 -3.30 2.10
H 1.29 -0.37 0.09
H 2.87 -0.86 0.73
H 2.23 0.77 1.03
H 1.81 -1.19 4.88
H 2.77 0.09 4.14
H 3.13 -1.60 3.79
H -2.42 -2.49 3.58
H -3.77 -1.52 3.02
H -3.76 -2.14 4.67
H -0.57 -1.48 5.75
H -1.93 -1.08 6.79
H -0.71 0.14 6.44
H -4.08 1.45 4.07
H -3.03 2.00 5.38
H -4.24 0.75 5.68
O 0.35 2.81 0.58
Br -6.39 -2.63 0.32
C -4.88 -1.49 0.56
C -3.63 -1.93 0.16
C -2.54 -1.09 0.33
C -2.67 0.18 0.91
C -3.95 0.58 1.30
C -5.06 -0.24 1.12
H -3.52 -2.91 -0.29
H -1.57 -1.42 -0.01
H -4.10 1.56 1.73
H -6.04 0.09 1.42
Cl 5.25 -1.91 -0.41
C 4.33 -1.22 -1.70
C 4.87 -0.21 -2.47
C 4.11 0.31 -3.50
C 2.82 -0.13 -3.79
C 2.10 0.60 -4.91
C 1.30 1.80 -4.41
N 0.25 1.46 -3.48
C -1.04 1.07 -3.80
C -1.63 0.77 -2.61
N -0.74 0.95 -1.58
C 0.37 1.38 -2.14
O 1.21 -0.17 -5.69
C 1.85 -1.21 -6.43
C 0.82 -1.89 -7.26
C 0.38 -1.42 -8.46
Cl 0.93 -0.01 -9.27
S -0.84 -2.40 -9.16
C -0.78 -3.48 -7.82
C 0.13 -3.08 -6.90
C 2.31 -1.15 -2.98
Cl 0.71 -1.80 -3.18
C 3.06 -1.70 -1.95
H 5.87 0.15 -2.27
H 4.54 1.09 -4.12
H 2.88 1.00 -5.57
H 0.86 2.30 -5.27
H 1.98 2.50 -3.92
H -1.38 1.03 -4.81
H -2.64 0.43 -2.43
H 1.27 1.65 -1.61
H 2.32 -1.93 -5.75
H 2.63 -0.77 -7.06
H -1.43 -4.34 -7.80
H 0.32 -3.62 -5.98
H 2.64 -2.48 -1.34

=====

[4]
DFT (the ωB97M-V functional and the def2-TZVPD basis) results for a structure of composition C31H44CdN4P2.

The value obtained for the HOMO-LUMO gap (alpha / beta) is 6.334 / 5.250 eV. The relative energy (zero: lowest compared OMol25 entry of this formula, charge and spin) is 109.8 kcal per mole. The calculation puts the molecular weight at 647.08 g/mol. The value obtained for the maximum force is 0.08414 hartree/bohr. The calculation puts the highest occupied orbital energy (alpha / beta) at -6.149 / -6.132 eV.

Atoms and positions in Å:
Cd 0.66 -2.11 -1.50
C 3.73 -2.83 -0.16
C 3.82 -1.72 0.58
C 4.62 -0.45 0.31
C 4.40 0.01 -1.16
C 3.09 -0.24 -1.87
C 2.67 -1.44 -2.33
C 3.70 -2.51 -2.66
C 4.49 -2.99 -1.43
C -2.39 -1.04 -1.28
H 3.22 -3.75 0.19
H 3.66 -1.83 1.66
H 5.73 -0.54 0.48
H 4.36 0.30 1.09
H 4.54 1.09 -1.14
H 5.27 -0.30 -1.71
H 2.69 0.71 -2.29
H 1.69 -1.65 -2.84
H 4.51 -2.11 -3.35
H 3.14 -3.34 -3.16
H 4.83 -4.03 -1.52
H 5.45 -2.46 -1.39
H -3.16 -1.74 -0.94
H -2.68 -0.95 -2.34
H -2.76 -0.07 -0.90
P -0.70 1.40 -1.29
P -0.60 0.55 2.00
N -0.15 0.97 -3.03
N -0.85 3.04 -1.72
N -0.10 -1.23 1.76
N -0.20 0.66 3.74
C 0.87 1.42 -0.36
C 0.85 1.44 1.18
C -0.50 -0.14 -3.77
C 0.08 -0.11 -5.02
C 0.92 1.02 -5.05
C 0.80 1.65 -3.81
C -2.02 3.43 -2.39
C -2.09 4.81 -2.38
C -0.97 5.29 -1.62
C -0.25 4.18 -1.20
C -0.73 -2.20 0.88
C 0.04 -3.40 1.01
C 1.24 -3.05 1.68
C 1.17 -1.72 1.99
C 0.58 -0.05 4.67
C 0.10 0.15 5.96
C -1.07 1.00 5.85
C -1.22 1.30 4.48
H 1.58 2.19 -0.68
H 1.38 0.50 -0.68
H 1.78 0.91 1.48
H 0.96 2.48 1.53
H -1.29 -0.78 -3.50
H -0.12 -0.83 -5.78
H 1.49 1.32 -5.93
H 1.23 2.57 -3.45
H -2.68 2.68 -2.75
H -2.81 5.42 -2.87
H -0.67 6.31 -1.43
H 0.61 4.07 -0.55
H -1.85 -2.27 0.76
H -0.19 -4.43 0.74
H 2.03 -3.71 2.04
H 1.78 -1.09 2.66
H 1.46 -0.62 4.37
H 0.49 -0.27 6.90
H -1.70 1.35 6.66
H -1.98 1.87 3.96
C -5.58 -0.85 2.84
C -4.96 -0.41 1.49
C -5.72 0.71 0.73
C -3.55 -0.19 1.69
H -5.59 -0.11 3.68
H -5.03 -1.74 3.16
H -6.61 -1.18 2.65
H -5.05 -1.33 0.88
H -5.62 1.66 1.27
H -5.30 0.80 -0.28
H -6.80 0.52 0.61
H -3.08 -0.61 2.61
H -3.07 0.67 1.22

=====

[5]
DFT (the ωB97M-V functional and the def2-TZVPD basis) results for an isolated molecule of C31H44ClN3O2S3.

The value obtained for the HOMO-LUMO gap is 7.677 eV. The calculation puts the molecular weight at 622.37 g/mol. The value obtained for the maximum force is 0.10447 hartree/bohr. The calculation puts the highest occupied orbital energy at -8.186 eV. Its SMILES is CCN(CC)C(=S)SCCCc1c(CCCCN)cc(C[C@@H]2CO2)c2c1Sc1c(Cl)cccc1N2CCCCO.

Atoms and positions in Å:
C 8.11 0.72 1.60
C 7.16 0.15 2.80
N 5.68 0.15 2.54
C 5.16 1.33 1.78
C 5.08 1.20 0.16
C 5.12 -1.18 2.11
S 5.81 -2.32 1.07
S 3.44 -1.66 2.89
C 2.73 -3.17 2.04
C 1.05 -3.17 2.09
C 0.39 -3.25 0.55
C -0.08 -1.72 0.12
C 0.95 -0.60 -0.56
C 2.52 -0.95 -0.88
C 2.51 -2.17 -2.00
C 3.00 -1.59 -3.47
C 1.61 -1.23 -4.30
N 1.92 -0.17 -5.39
C 0.43 0.93 -0.93
C -1.11 1.44 -0.70
C -1.69 2.94 -1.01
C -0.30 3.99 -1.36
C 0.77 4.22 -0.01
O -0.27 5.36 -0.60
C -2.17 0.32 -0.06
C -1.64 -1.22 0.34
S -3.02 -2.35 1.03
C -4.51 -1.87 -0.06
C -5.58 -2.98 -0.67
Cl -5.43 -4.80 -0.33
C -6.82 -2.49 -1.65
C -6.96 -0.87 -2.02
C -5.88 0.23 -1.37
C -4.62 -0.23 -0.38
N -3.62 0.78 0.17
C -3.81 1.05 1.64
C -5.06 2.05 2.02
C -6.38 1.11 2.28
C -7.62 1.50 1.27
O -8.73 2.15 1.98
H 9.23 0.34 1.75
H 7.78 0.33 0.54
H 8.06 1.89 1.59
H 7.37 0.80 3.77
H 7.47 -0.97 3.04
H 5.75 2.34 2.03
H 4.05 1.54 2.17
H 3.98 1.50 -0.20
H 5.46 0.20 -0.30
H 5.78 2.05 -0.29
H 3.05 -4.17 2.58
H 3.04 -3.27 0.91
H 0.61 -2.29 2.72
H 0.70 -4.17 2.62
H -0.59 -3.88 0.68
H 1.09 -3.78 -0.22
H 3.18 -1.24 0.05
H 2.99 -0.02 -1.40
H 1.39 -2.52 -2.13
H 3.12 -3.11 -1.65
H 3.56 -2.46 -4.05
H 3.67 -0.62 -3.40
H 1.21 -2.17 -4.88
H 0.76 -0.82 -3.60
H 2.93 -0.30 -5.63
H 1.77 0.78 -4.93
H 1.24 1.67 -1.40
H -2.21 3.44 -0.09
H -2.39 3.02 -1.96
H 0.22 3.91 -2.50
H 1.84 4.66 -0.19
H 0.39 3.71 0.97
H -7.60 -3.24 -2.14
H -7.82 -0.48 -2.74
H -5.97 1.38 -1.62
H -2.82 1.60 2.02
H -3.93 0.09 2.31
H -5.22 2.94 1.27
H -4.77 2.54 3.06
H -6.74 1.27 3.39
H -6.11 -0.04 2.16
H -7.22 2.26 0.46
H -7.91 0.52 0.69
H -8.58 3.14 1.81

=====

> Which of these has the highest maximum force?

C31H43N7O5PdSSe

=====

> Which of these has the highest maximum force?

C31H43N7O5PdSSe

=====

> Look up the maximum force of the third one.

0.01328 hartree/bohr